Entry 1:
One molecule with the formula C18H25NO4 at a distorted geometry. Source: the OMol25 dataset; level of theory: the ωB97M-V functional and the def2-TZVPD basis.

Computed properties:
SMILES: CCOCCCCCc1ccc2c(c1)C(=O)N(C[C@@H](C)O)C2=O
Maximum force in eV/A: 1.0
HOMO in eV: -9.50
LUMO energy in Eh: -0.0018
Energy above the lowest of the compared OMol25 structures with the same formula, charge and spin in eV: 1.714

Positions of all 48 atoms, in Å:
C1 2.003165 2.898506 1.847207
C2 2.803833 1.628763 1.520862
O1 3.487685 1.703575 0.284207
C3 2.655394 1.551096 -0.854259
C4 3.185204 0.493832 -1.841607
C5 4.263057 -0.453517 -1.311231
C6 3.814941 -1.358978 -0.164562
C7 2.766261 -2.414201 -0.586225
C8 1.375498 -2.053231 -0.125555
C9 1.071737 -2.051353 1.247291
C10 -0.179919 -1.702950 1.726907
C11 -1.137847 -1.340680 0.798651
C12 -0.852586 -1.334607 -0.554604
C13 0.389848 -1.692006 -1.038893
C14 -2.078424 -0.897229 -1.281372
O2 -2.330571 -1.003979 -2.450636
N1 -2.939411 -0.363820 -0.299506
C15 -4.355072 -0.232094 -0.589230
C16 -4.962938 1.092403 -0.112143
C17 -6.481959 0.974661 -0.012129
O3 -4.369239 1.472536 1.115342
C18 -2.550296 -0.914946 0.961696
O4 -3.282598 -1.083030 1.895184
H1 2.462420 3.447607 2.668831
H2 0.994006 2.641090 2.172221
H3 1.944235 3.544453 0.974240
H4 3.567236 1.442087 2.276669
H5 2.132545 0.760017 1.518610
H6 1.632787 1.312501 -0.543543
H7 2.609037 2.514690 -1.370366
H8 2.346341 -0.099550 -2.214411
H9 3.595315 1.004949 -2.715784
H10 5.150407 0.109154 -1.023321
H11 4.554145 -1.098964 -2.146694
H12 3.432899 -0.762785 0.661436
H13 4.701193 -1.873144 0.216506
H14 3.038276 -3.378481 -0.154605
H15 2.758515 -2.507809 -1.672877
H16 1.839783 -2.326778 1.960087
H17 -0.406586 -1.712322 2.784094
H18 0.577803 -1.686950 -2.105024
H19 -4.468657 -0.261730 -1.672965
H20 -4.902982 -1.086282 -0.183088
H21 -4.736228 1.837455 -0.885609
H22 -6.876639 1.790982 0.591787
H23 -6.772868 0.023812 0.435859
H24 -6.933040 1.039455 -1.003963
H25 -4.535707 2.407792 1.256516

Cartesian forces (eV/Å) of the 3 atoms listed first:
0.020 -0.276 0.318
-0.158 0.091 -0.038
0.150 -0.152 0.031

Entry 2:
A 2-piece molecular cluster, C10H16 overall at a distorted geometry. Source: the OMol25 dataset; level of theory: the ωB97M-V functional and the def2-TZVPD basis.

Computed properties:
SMILES: CCc1ccccc1.CC
Maximum force in eV/A: 4.3
HOMO in eV: -8.71
LUMO energy in Eh: 0.0368
Energy above the lowest of the compared OMol25 structures with the same formula, charge and spin in eV: 2.278

Positions of all 26 atoms, in Å:
C1 3.184560 -2.171573 -0.141094
C2 2.974735 -0.938129 -1.090382
H1 4.237624 -2.343333 0.263347
H2 2.548116 -2.112002 0.815971
H3 2.898015 -3.118762 -0.598063
H4 2.284689 -0.225533 -0.609562
H5 2.559236 -1.302806 -2.123167
H6 3.911253 -0.405754 -1.463616
C3 -0.952472 -1.097953 -0.892205
C4 -1.772501 -0.912517 -2.209494
C5 -0.957734 0.012441 0.155563
C6 -2.067028 0.784816 0.207564
C7 0.237347 0.171241 0.890529
C8 -1.805778 1.933561 0.967246
C9 0.424064 1.326852 1.651936
C10 -0.565154 2.254423 1.607026
H7 -1.353417 -2.004165 -0.334880
H8 0.094006 -1.510550 -1.070534
H9 -1.814450 0.185304 -2.495477
H10 -3.073708 0.393519 -0.103595
H11 1.144575 -0.587623 0.723388
H12 -2.522870 2.687973 1.059518
H13 1.299206 1.447582 2.289532
H14 -0.451175 3.240350 2.065562
H15 -2.891705 -1.126837 -2.350815
H16 -1.069615 -1.396334 -2.947749

Cartesian forces (eV/Å) of the 3 atoms listed first:
0.466 0.102 1.554
0.460 -0.777 -1.856
-1.199 0.548 -0.757

Entry 3:
A 4-piece molecular cluster, C15H40IN4O3 overall at a distorted geometry. Source: the OMol25 dataset; level of theory: the ωB97M-V functional and the def2-TZVPD basis.

Computed properties:
Maximum force in eV/A: 5.9
HOMO in eV: -2.13
LUMO energy in Eh: 0.0767
Total charge: -1

Positions of all 63 atoms, in Å:
C1 -0.496647 -2.723994 -4.986254
C2 -1.952815 -3.355826 -4.911890
C3 -3.056667 -2.592487 -5.730018
N1 -4.299675 -3.295348 -5.521424
I1 -3.379212 -0.516797 -4.937555
H1 -0.497178 -1.630421 -5.206725
H2 0.008284 -2.956529 -4.011201
H3 0.042881 -3.214552 -5.840048
H4 -2.301812 -3.518361 -3.860217
H5 -1.866565 -4.382277 -5.353692
H6 -2.842540 -2.574371 -6.829849
H7 -4.470883 -3.191303 -4.512366
C4 -5.042791 -0.602938 -0.625313
C5 -4.762978 -1.995829 -0.068574
C6 -4.007936 -1.976328 1.273111
O1 -2.620601 -1.699730 1.154026
C7 -2.299071 -0.323191 1.056945
N2 -4.048146 -2.779101 -1.079766
H8 -4.155833 -0.137474 -1.056337
H9 -5.786092 -0.658300 -1.422150
H10 -5.435601 0.059510 0.151891
H11 -5.732767 -2.472905 0.109317
H12 -4.069111 -2.978851 1.708512
H13 -4.480090 -1.295304 1.993427
H14 -2.969202 0.302303 1.653750
H15 -2.309775 -0.005534 0.012370
H16 -1.280636 -0.190737 1.427068
H17 -3.944523 -3.732996 -0.741340
H18 -3.092252 -2.430810 -1.113547
C8 3.461535 -2.179218 0.002233
C9 1.947875 -1.996106 0.059445
C10 1.443767 -0.800007 -0.769443
O2 1.658477 0.466016 -0.160161
C11 2.955755 1.000916 -0.351868
N3 1.533428 -1.895754 1.463833
H19 3.994267 -1.447626 0.611870
H20 3.735657 -3.165995 0.381401
H21 3.828517 -2.103042 -1.024136
H22 1.498095 -2.898700 -0.365095
H23 0.358566 -0.895304 -0.868776
H24 1.850260 -0.815031 -1.787625
H25 3.366727 0.746551 -1.332869
H26 3.625672 0.663183 0.442466
H27 2.885030 2.086569 -0.277106
H28 0.516535 -1.866943 1.501459
H29 1.812548 -0.974157 1.794702
C12 2.272732 4.890157 4.760488
C13 2.364693 5.240405 3.278518
C14 2.475446 4.007311 2.363298
O3 3.763860 3.407972 2.340015
C15 4.014692 2.517921 3.413450
N4 3.483347 6.168383 3.077486
H30 3.233255 4.585400 5.178009
H31 1.941222 5.759154 5.332398
H32 1.553694 4.085314 4.930799
H33 1.439071 5.760283 3.012180
H34 2.287820 4.335059 1.336324
H35 1.704709 3.262349 2.595497
H36 3.116344 1.971438 3.713473
H37 4.435432 3.055328 4.266337
H38 4.763408 1.797926 3.080831
H39 3.485382 6.471968 2.106877
H40 4.342418 5.628760 3.161539

Cartesian forces (eV/Å) of the 3 atoms listed first:
-0.369 -0.630 -0.006
1.051 0.972 -0.415
-2.637 -5.229 0.422

no.,E_tot (eV)
1,-28752.02661
2,-10627.46590
3,-36405.03724